The following is a quantum chemistry calculation of C13H18Cl2N3O5P in the gas phase in a non-equilibrium geometry, from OMol25.

Computed properties:
LUMO level = 0.51 eV
ΔE to the lowest compared entry with this formula, charge and spin = 0.0 kcal/mol
HOMO energy = -8.59 eV
Spin multiplicity = 1
E = -2308.550086 a.u.
Frontier orbital gap = 0.3345 Eh
Structure (SMILES) = CCOP(=O)(OCC)[C@H](NC(=O)Nc1ccc(Cl)c(Cl)c1)C(N)=O
Strongest force on any atom = 1.1 eV Å⁻¹

Positions of all 42 atoms, in Å:
C (3.280, -2.170, 2.165)
C (4.279, -2.332, 1.035)
H (5.241, -2.698, 1.406)
H (3.890, -3.032, 0.292)
O (4.601, -1.100, 0.385)
P (3.576, -0.240, -0.487)
O (4.236, 0.492, -1.565)
O (2.484, -1.312, -0.948)
C (1.785, -1.112, -2.174)
C (2.434, -1.914, -3.288)
H (2.462, -2.969, -3.026)
H (1.870, -1.790, -4.209)
H (3.450, -1.560, -3.439)
H (1.788, -0.049, -2.433)
H (0.758, -1.441, -1.990)
H (3.649, -1.460, 2.903)
H (2.321, -1.831, 1.779)
H (3.137, -3.131, 2.652)
C (2.710, 0.917, 0.703)
N (1.395, 1.223, 0.215)
C (0.334, 0.438, 0.557)
O (0.469, -0.597, 1.174)
N (-0.865, 0.934, 0.091)
C (-2.133, 0.377, 0.216)
C (-2.369, -0.840, 0.852)
C (-3.655, -1.336, 0.940)
C (-4.724, -0.637, 0.401)
C (-4.493, 0.578, -0.236)
C (-3.207, 1.081, -0.328)
H (-3.048, 2.025, -0.825)
Cl (-5.799, 1.471, -0.917)
Cl (-6.323, -1.271, 0.521)
H (-3.837, -2.276, 1.434)
H (-1.544, -1.387, 1.275)
H (-0.832, 1.816, -0.400)
H (1.296, 2.189, -0.080)
C (3.524, 2.201, 0.717)
O (3.014, 3.271, 0.471)
N (4.813, 2.028, 1.057)
H (5.434, 2.814, 0.938)
H (5.217, 1.106, 1.015)
H (2.656, 0.483, 1.707)

These are the Mulliken partial charges, in e, on atoms 1 to 8: C -0.83; C -0.22; H 0.35; H 0.26; O -0.38; P 0.72; O -0.85; O -0.20

***

The following is a quantum chemistry calculation of a molecular structure, C13H18FeNO5 in a non-equilibrium geometry, from OMol25.

Computed properties:
Total charge = +1
LUMO level (alpha / beta) = -3.04 / -4.59 eV
ΔE to the lowest compared entry with this formula, charge and spin = 0.0 kcal/mol
HOMO energy (alpha / beta) = -8.77 / -11.73 eV
Spin multiplicity = 5
E = -2200.367724 a.u.
Frontier orbital gap (alpha / beta) = 0.2107 / 0.2625 Eh
Strongest force on any atom = 6.3 eV Å⁻¹

Positions of all 38 atoms, in Å:
O (2.242, -1.551, -0.288)
C (2.257, -0.479, -0.777)
Fe (2.669, 0.976, -1.820)
C (3.823, 1.654, -0.516)
O (4.455, 1.925, 0.416)
C (3.894, 0.561, -3.112)
O (4.933, 0.248, -3.530)
C (-1.419, 0.705, -0.138)
C (-0.703, 0.226, -1.453)
C (0.631, 0.826, -2.000)
C (0.934, 2.168, -1.563)
C (0.379, 2.583, -0.303)
C (-0.753, 2.020, 0.208)
H (-2.527, 0.806, -0.343)
H (-0.535, -0.825, -1.268)
H (-1.412, 0.347, -2.278)
H (0.546, 0.674, -3.108)
H (1.314, 2.917, -2.290)
H (0.925, 3.308, 0.282)
H (-1.253, 2.557, 1.021)
O (-1.630, -2.817, -0.186)
C (-2.847, -2.004, -0.020)
C (-2.651, -1.179, 1.228)
N (-1.307, -0.469, 0.997)
C (-0.669, -0.105, 2.331)
C (0.808, -0.413, 2.277)
O (0.903, -1.828, 2.038)
H (-1.723, -3.402, -0.965)
H (-2.958, -1.328, -0.878)
H (-3.720, -2.658, 0.106)
H (-3.397, -0.381, 1.414)
H (-2.644, -1.929, 2.060)
H (-0.705, -1.261, 0.704)
H (-0.965, 0.930, 2.469)
H (-1.054, -0.739, 3.150)
H (1.278, 0.189, 1.486)
H (1.263, -0.229, 3.265)
H (1.621, -2.020, 1.385)

These are the Mulliken partial charges, in e, on atoms 1 to 8: O -0.50; C 0.55; Fe -0.13; C 0.19; O -0.22; C 0.40; O -0.25; C 0.51